Entry from OMol25: 2 unconnected molecules or ions with the total composition C5H12O2 in a non-equilibrium geometry (ωB97M-V/def2-TZVPD).

Summary:
total charge: 0
E: -348.174285 a.u.
energy relative to the best compared isomer or geometry (same formula, charge and spin): 80.16 kJ/mol
E_LUMO: 0.58 eV
HOMO: -9.47 eV
SMILES: CCC(=O)CC.O

CARTESIAN COORDINATES (ANGSTROEM)
O -1.731 -0.071 1.404
O 2.332 -0.121 -3.182
C -0.306 1.339 0.107
C -0.761 -0.015 0.661
C -0.128 -1.282 0.117
C -0.297 2.399 1.205
C -0.549 -2.579 0.898
H 1.548 -0.156 -3.775
H -1.066 1.763 -0.577
H 0.627 1.197 -0.473
H -1.641 -2.661 0.764
H -0.332 -2.515 1.978
H 2.748 0.750 -3.373
H -1.343 2.517 1.532
H 0.101 3.392 0.935
H -0.380 -1.366 -0.958
H 0.961 -1.099 0.194
H 0.293 2.001 2.047
H -0.076 -3.491 0.498

---

Entry from OMol25: a molecular structure, C26H47AsCoN2O3S3Si3 (ωB97M-V/def2-TZVPD).

Summary:
total charge: -2
E: -7036.156981 a.u.
energy relative to the best compared isomer or geometry (same formula, charge and spin): 50.10 kJ/mol
2S+1: 4
E_LUMO (spin up / spin down): 4.09 / 4.09 eV
HOMO (spin up / spin down): -1.75 / -2.05 eV

CARTESIAN COORDINATES (ANGSTROEM)
As -0.797 -2.964 0.630
Co -0.633 -0.895 -0.630
S -0.304 1.182 0.352
S 1.413 -0.732 -1.736
S -2.294 -0.727 -2.262
Si -1.542 -2.388 2.734
Si -4.278 -0.389 -1.800
Si 1.128 -4.146 1.178
O -5.196 -0.513 -3.189
O -4.510 1.126 -1.192
O -5.043 -1.425 -0.755
N 5.438 3.731 -3.047
N 2.824 6.252 -1.167
C 4.463 3.339 -2.576
C 2.673 -3.657 0.239
C 1.314 3.149 -0.578
C -5.549 -2.772 -0.931
C 0.770 -5.948 0.724
C -5.363 1.742 -0.236
C -5.699 -3.355 0.467
C 2.406 3.693 -1.239
C -2.691 -0.917 2.528
C -6.680 0.556 -4.686
C -0.353 -1.918 4.122
C 1.001 1.785 -0.626
C 2.644 5.115 -1.195
C 2.920 1.498 -2.080
C 1.786 0.944 -1.468
C -6.830 1.351 -0.449
C -4.911 1.362 1.171
C -5.220 0.195 -4.432
C 3.250 2.841 -1.972
C -6.925 -2.707 -1.598
C -4.598 -3.637 -1.756
C -5.203 3.241 -0.449
C 1.679 -4.284 2.982
C -2.587 -3.783 3.486
C -4.376 1.472 -4.449
C -4.714 -0.765 -5.502
H 0.394 -1.192 3.776
H -4.754 -0.295 -6.492
H -4.946 -4.676 -1.767
H -7.463 1.843 0.296
H 3.508 -4.338 0.457
H 1.599 -6.622 0.984
H -4.683 2.145 -3.643
H -6.800 1.039 -5.661
H -3.159 -0.605 3.470
H -3.481 -1.163 1.811
H -7.160 1.649 -1.450
H -6.256 -4.296 0.431
H 3.553 0.846 -2.666
H -7.634 -2.177 -0.951
H -0.130 -6.279 1.256
H 2.532 -4.972 3.033
H -3.845 1.581 1.290
H -2.138 -0.064 2.110
H 2.966 -2.635 0.506
H -4.497 1.982 -5.411
H -6.234 -2.644 1.105
H 2.488 -3.652 -0.840
H -5.058 0.291 1.330
H 0.875 -4.682 3.616
H -4.146 3.513 -0.365
H -7.296 -0.347 -4.655
H -4.719 -3.547 0.904
H -3.321 1.236 -4.297
H 0.566 -6.039 -0.350
H 1.989 -3.315 3.395
H 0.677 3.803 0.004
H -6.942 0.269 -0.356
H -0.919 -1.469 4.949
H -5.777 3.797 0.300
H -3.256 -3.404 4.273
H -1.945 -4.561 3.926
H -5.324 -1.674 -5.513
H -4.534 -3.267 -2.785
H -3.194 -4.259 2.709
H -5.482 1.918 1.921
H -3.594 -3.607 -1.331
H -5.557 3.522 -1.447
H -7.028 1.239 -3.905
H -6.849 -2.166 -2.540
H -7.301 -3.718 -1.785
H -3.679 -1.040 -5.276
H 0.177 -2.798 4.504

---

Entry from OMol25: a gas-phase ion, CH2NO2 (charge -1) in a non-equilibrium geometry (ωB97M-V/def2-TZVPD).

Summary:
total charge: -1
E: -244.598661 a.u.
energy relative to the best compared isomer or geometry (same formula, charge and spin): 49.06 kJ/mol
E_LUMO: 4.77 eV
HOMO: -3.58 eV
SMILES: NC(=O)[O-]

CARTESIAN COORDINATES (ANGSTROEM)
O -1.489 1.843 1.032
O -1.306 1.721 -1.193
N -0.116 0.221 -0.080
C -1.075 1.354 -0.030
H -0.273 -0.524 -0.762
H 0.228 -0.376 0.651

---

Q: Which formula does entry 1 have?
A: C5H12O2

---

Repeat the third record exactly.
Entry from OMol25: a gas-phase ion, CH2NO2 (charge -1) in a non-equilibrium geometry (ωB97M-V/def2-TZVPD).

Summary:
total charge: -1
E: -244.598661 a.u.
energy relative to the best compared isomer or geometry (same formula, charge and spin): 49.06 kJ/mol
E_LUMO: 4.77 eV
HOMO: -3.58 eV
SMILES: NC(=O)[O-]

CARTESIAN COORDINATES (ANGSTROEM)
O -1.489 1.843 1.032
O -1.306 1.721 -1.193
N -0.116 0.221 -0.080
C -1.075 1.354 -0.030
H -0.273 -0.524 -0.762
H 0.228 -0.376 0.651

---

What did the first record say?
Entry from OMol25: 2 unconnected molecules or ions with the total composition C5H12O2 in a non-equilibrium geometry (ωB97M-V/def2-TZVPD).

Summary:
total charge: 0
E: -348.174285 a.u.
energy relative to the best compared isomer or geometry (same formula, charge and spin): 80.16 kJ/mol
E_LUMO: 0.58 eV
HOMO: -9.47 eV
SMILES: CCC(=O)CC.O

CARTESIAN COORDINATES (ANGSTROEM)
O -1.731 -0.071 1.404
O 2.332 -0.121 -3.182
C -0.306 1.339 0.107
C -0.761 -0.015 0.661
C -0.128 -1.282 0.117
C -0.297 2.399 1.205
C -0.549 -2.579 0.898
H 1.548 -0.156 -3.775
H -1.066 1.763 -0.577
H 0.627 1.197 -0.473
H -1.641 -2.661 0.764
H -0.332 -2.515 1.978
H 2.748 0.750 -3.373
H -1.343 2.517 1.532
H 0.101 3.392 0.935
H -0.380 -1.366 -0.958
H 0.961 -1.099 0.194
H 0.293 2.001 2.047
H -0.076 -3.491 0.498

---

Repeat the third record exactly.
Entry from OMol25: a gas-phase ion, CH2NO2 (charge -1) in a non-equilibrium geometry (ωB97M-V/def2-TZVPD).

Summary:
total charge: -1
E: -244.598661 a.u.
energy relative to the best compared isomer or geometry (same formula, charge and spin): 49.06 kJ/mol
E_LUMO: 4.77 eV
HOMO: -3.58 eV
SMILES: NC(=O)[O-]

CARTESIAN COORDINATES (ANGSTROEM)
O -1.489 1.843 1.032
O -1.306 1.721 -1.193
N -0.116 0.221 -0.080
C -1.075 1.354 -0.030
H -0.273 -0.524 -0.762
H 0.228 -0.376 0.651